Computed, not measured: 2 unconnected molecules or ions with the total composition C8H13ClF3O5S2 in a non-equilibrium geometry, with the ωB97M-V functional and the def2-TZVPD basis.

Results
- E_tot: -2244.44932 Eh
- ΔE to the lowest compared entry with this formula, charge and spin: 125.85 kcal per mole
- E_HOMO: -12.48 eV
- Orbital gap: 5.21 eV
- LUMO energy: -7.2698 eV

```
! wB97M-V def2-TZVPD RIJCOSX def2/J DEFGRID3
* xyz 1 1
O 0.4842 -1.4135 -0.1867
S -0.9475 -0.7516 -0.1217
O -1.3513 -0.7575 1.3820
S -2.1868 -1.9047 -1.3753
C -3.8919 -2.1933 -0.6565
C -4.5286 -0.9238 0.1619
C -4.5554 0.4935 -0.6714
Cl -6.1413 1.4274 -0.2386
C -0.6773 1.0190 -0.7869
F -0.6592 2.0081 0.3381
F -1.6607 1.3591 -1.8582
F 0.6758 1.0763 -1.4565
H -2.3783 -1.0931 -2.5382
H -3.8579 -3.1722 0.0226
H -4.5955 -2.4926 -1.5732
H -3.9530 -0.8081 1.1805
H -5.6597 -1.1846 0.4368
H -3.6827 1.2078 -0.2816
H -4.4960 0.3535 -1.8431
C 3.2839 -0.5625 1.6207
C 3.7602 0.7584 1.0513
C 4.1775 0.6816 -0.3859
O 5.1032 1.7492 -0.4902
C 5.6398 1.9169 0.7554
O 6.6043 2.6191 1.0055
O 4.9547 1.1852 1.6868
H 3.1447 -0.4834 2.7043
H 2.3375 -0.8689 1.1655
H 4.0229 -1.3550 1.4578
H 3.0000 1.5326 1.2115
H 3.3398 0.8266 -1.0735
H 4.6945 -0.2494 -0.6432
*
```